1.
Here is a molecular structure, C2H7N2O2 in a non-equilibrium geometry from the Open Molecules 2025 dataset. Energies are from ωB97M-V/def2-TZVPD.

Geometry as XYZ:
```
13
Properties=species:S:1:pos:R:3:mulliken_charge:R:1
C 2.73 -0.40 1.41 -0.682
C -1.74 0.32 0.21 0.523
N 1.18 0.42 -0.04 -0.544
N 2.24 -0.15 0.01 0.700
O 3.00 -0.15 -0.96 -0.569
O -1.33 1.37 -0.04 -0.022
H 2.25 0.49 1.95 0.278
H 3.84 -0.42 1.37 0.316
H 2.30 -1.33 1.82 0.269
H -2.89 0.28 -0.56 -0.515
H -3.74 0.42 -1.10 0.570
H -1.85 -0.52 0.88 0.401
H 0.86 0.60 -0.99 0.276
```

Output
- E_LUMO (eV) = -8.1
- 2S+1 = 1
- total charge = +1
- highest occupied orbital energy (eV) = -13.48



2.
Here is a gas-phase ion, C2H7N2OS (charge +1) in a non-equilibrium geometry from the Open Molecules 2025 dataset. Energies are from ωB97M-V/def2-TZVPD.

Geometry as XYZ:
```
13
Properties=species:S:1:pos:R:3:mulliken_charge:R:1
C -1.23 -1.70 -0.02 -0.622
O -0.97 -0.35 -0.25 -0.365
C 0.42 0.32 -0.01 0.378
N 0.24 1.89 -0.29 -0.386
N 1.28 -0.22 0.82 -0.336
S 1.83 -0.46 -0.88 -0.005
H -1.98 -1.70 0.76 0.247
H -0.30 -2.28 0.32 0.310
H -1.58 -2.30 -0.84 0.276
H -0.66 1.84 -0.95 0.421
H 1.12 2.34 -0.86 0.449
H 0.09 2.38 0.64 0.382
H 1.73 0.21 1.58 0.252
```

Output
- E_LUMO (eV) = -4.3
- 2S+1 = 1
- total charge = +1
- SMILES string = CO[C@@]1([NH3+])NS1
- highest occupied orbital energy (eV) = -13.62



3.
Here is 2 unconnected molecules or ions with the total composition C2H7N2S in a non-equilibrium geometry from the Open Molecules 2025 dataset. Energies are from ωB97M-V/def2-TZVPD.

Geometry as XYZ:
```
12
Properties=species:S:1:pos:R:3:mulliken_charge:R:1
C 1.26 1.97 1.87 -0.782
S 0.83 0.18 1.81 -0.714
H 0.47 2.52 1.37 0.194
H 2.20 2.28 1.43 0.226
H 1.12 2.27 2.89 0.211
N -0.44 -0.14 -1.32 -0.299
C -1.23 -1.16 -1.69 0.119
N -1.55 -1.39 -2.92 -0.768
H -0.01 0.31 -2.10 0.236
H -0.46 0.03 -0.31 0.072
H -1.52 -1.88 -0.92 0.299
H -2.28 -2.09 -2.99 0.205
```

Output
- E_LUMO (eV) = 4.0
- 2S+1 = 1
- total charge = -1
- highest occupied orbital energy (eV) = -2.55



4.
Here is 2 unconnected molecules or ions with the total composition C2H7N3O from the Open Molecules 2025 dataset. Energies are from ωB97M-V/def2-TZVPD.

Geometry as XYZ:
```
13
Properties=species:S:1:pos:R:3:mulliken_charge:R:1
C 1.40 -0.16 0.58 -0.206
C -2.12 -0.04 0.17 -0.829
N -0.73 0.36 0.04 0.118
N 2.00 -0.84 -0.41 -0.338
N -0.53 1.41 -0.64 -0.159
O 0.69 1.72 -0.77 -0.524
H 1.55 -1.69 -0.73 0.241
H 2.42 -0.29 -1.14 0.282
H 0.90 -0.74 1.34 0.259
H 1.87 0.75 0.91 0.299
H -2.23 -1.10 -0.11 0.265
H -2.45 0.05 1.21 0.278
H -2.78 0.56 -0.46 0.316
```

Output
- E_LUMO (alpha / beta) (eV) = 0.4 / 0.4
- 2S+1 = 1
- total charge = 0
- highest occupied orbital energy (alpha / beta) (eV) = -7.90 / -7.90



- Which value of 2S+1 does entry 1 give?
  1



- Number 4 is which compound?
  C2H7N3O